{
  "formula": "C5H11N3O",
  "method": "wB97M-V/def2-TZVPD",
  "e_lumo_ev": [0.08, 0.16],
  "homo_ev": [-6.3, -6.6],
  "e_tot_ha": -436.32986,
  "symbols": ["H", "C", "H", "O", "H", "C", "H", "N", "C", "H", "H", "H", "C", "H", "C", "N", "N", "H", "H", "H"],
  "coordinates": [[-2.35610, -1.95305, -0.73384], [-0.10740, 0.54041, 0.06866], [0.30375, -0.71049, -1.57923], [-0.23122, -2.02883, 1.75334], [0.48183, 1.98941, -2.66570], [-0.82053, 1.31432, 0.82208], [-2.58446, -1.25744, 0.88725], [2.61695, 1.68281, -0.31545], [-2.05642, -2.05305, 0.31276], [2.77232, 1.03474, 0.43598], [-2.41414, -3.01571, 0.70529], [-1.68600, 0.91675, 1.34534], [1.55244, 1.52725, -1.13762], [-0.66187, 2.38476, 0.86138], [0.52103, -0.47855, -0.54314], [1.34986, 2.19591, -2.18162], [-0.62442, -1.93400, 0.38796], [1.39196, -0.93654, -0.08997], [-0.83832, -1.48154, 2.28536], [3.39075, 2.26285, -0.61883]],
  "forces_ev_per_angstrom": [[-0.01, -0.07, 0.06], [1.77, 2.27, -0.82], [0.04, 0.04, 0.08], [-0.06, 0.26, -0.11], [-0.01, 0.05, 0.13], [-0.37, 0.10, -0.24], [-0.06, -0.10, -0.04], [0.04, -0.14, -0.01], [0.11, 0.69, 0.01], [0.01, 0.08, -0.05], [0.16, 0.05, -0.10], [0.12, -0.11, 0.09], [-1.00, 0.85, 0.96], [0.08, -0.07, 0.01], [-1.90, -3.07, 1.04], [0.07, -0.53, -0.06], [0.93, -0.38, -0.70], [0.05, 0.19, -0.08], [0.12, 0.03, -0.17], [-0.11, -0.16, 0.01]]
}

{
  "formula": "C33H21BrN5OReS3",
  "method": "wB97M-V/def2-TZVPD",
  "spin_multiplicity": 2,
  "e_lumo_ev": [-3.95, -3.92],
  "homo_ev": [-9.7, -10.7],
  "e_tot_ha": -5465.81073,
  "total_charge": 1,
  "symbols": ["H", "C", "Re", "H", "C", "C", "C", "S", "H", "H", "C", "H", "C", "C", "C", "O", "C", "C", "H", "C", "C", "H", "C", "H", "C", "H", "N", "C", "C", "H", "C", "C", "H", "C", "H", "H", "S", "S", "C", "C", "N", "C", "C", "N", "N", "H", "H", "C", "H", "N", "C", "H", "C", "C", "Br", "H", "C", "C", "C", "H", "C", "H", "H", "C", "C"],
  "coordinates": [[0.45637, -2.22870, 1.85823], [-0.81496, 0.09207, 3.04967], [-0.16320, 0.36660, -0.02012], [-0.21787, -5.73149, -0.50641], [-5.49908, 0.96812, 0.58834], [3.19092, -0.06405, 4.21407], [-3.33214, 0.03573, 0.08864], [-3.30609, 0.07647, 4.87150], [4.01699, -0.05818, -3.36390], [8.34069, -0.12759, -3.36593], [2.45159, -0.02946, 1.50578], [5.19256, -0.09460, 3.52902], [-6.09839, -0.23375, 0.22845], [4.14393, -0.08778, 3.26051], [7.32050, -0.11177, -3.01782], [0.18448, 0.64486, -2.96023], [-0.42685, -2.45125, -1.27975], [5.29598, -0.08908, -1.60998], [6.16598, -0.09405, -4.83795], [-3.88021, 0.10359, 6.47443], [0.18952, -4.07765, 0.81004], [3.45968, -0.05609, 5.26256], [-0.59504, 3.50454, -0.64310], [-3.64711, 2.04624, 0.78503], [-2.86368, 0.10761, 7.38009], [-0.66415, 0.09287, 7.31356], [0.13177, 0.07489, 2.13174], [-1.59104, 0.08664, 6.75789], [0.76666, -0.00916, 4.82227], [1.02883, -0.02929, 5.87244], [-3.94497, -1.17086, -0.28422], [-5.31875, -1.29862, -0.20998], [-4.94135, 0.11726, 6.66396], [6.17902, -0.09501, -3.75867], [-3.33055, -1.98980, -0.63879], [5.79824, -0.15755, 1.08790], [6.99505, -0.11046, -1.34502], [0.16835, 2.65966, 0.61525], [4.74604, -0.11425, 0.83150], [-4.12553, 1.10899, 0.52844], [2.05759, 0.02331, 0.20772], [-1.92943, 0.22380, 0.00806], [-0.16796, -4.65708, -0.39435], [-1.10689, 4.10929, -1.48129], [0.00549, 0.56521, -1.80655], [-6.10820, 1.80423, 0.90528], [2.59523, 0.04197, -1.75894], [2.96511, -0.00414, -0.74302], [-3.01466, 0.12489, 8.44887], [-0.10616, -1.89801, -0.10161], [-1.66485, 0.06772, 5.39169], [-1.82931, 0.14628, 2.67420], [0.20041, -2.69969, 0.92300], [1.79492, -0.03084, 3.86727], [-0.94386, -4.51462, -3.13200], [0.45688, -4.68881, 1.66015], [1.43636, 0.00183, 2.52034], [5.01511, -0.07996, -2.95002], [4.35171, -0.07748, -0.48963], [-5.78790, -2.22600, -0.51079], [3.79574, -0.08558, 1.86471], [-7.17415, -0.33653, 0.27401], [-0.65755, -1.78270, -2.09683], [-0.47259, -3.82246, -1.45586], [-0.55587, 0.04590, 4.43303]],
  "forces_ev_per_angstrom": [[0.01, -0.02, 0.00], [-0.09, 0.02, 0.01], [-0.78, -2.00, 0.13], [0.05, 0.00, -0.02], [-0.02, 0.02, 0.04], [-0.06, -0.01, 0.02], [-0.03, 0.00, -0.07], [-0.05, 0.00, -0.04], [0.01, 0.00, 0.01], [-0.01, 0.01, 0.00], [-0.12, 0.08, -0.03], [-0.01, -0.03, 0.00], [0.05, 0.01, -0.03], [0.03, -0.01, -0.07], [0.02, -0.02, 0.00], [-0.09, -0.06, -0.01], [0.01, -0.11, 0.01], [-0.10, -0.02, 0.09], [0.00, 0.01, 0.01], [-0.02, 0.00, 0.02], [-0.03, 0.01, -0.03], [0.00, -0.02, -0.01], [0.15, -0.02, 0.13], [-0.03, 0.00, 0.01], [0.04, -0.01, -0.02], [-0.01, 0.00, -0.01], [0.41, 0.20, -0.05], [-0.03, 0.01, 0.05], [0.08, 0.02, -0.01], [0.01, -0.01, -0.01], [0.11, -0.01, 0.03], [-0.01, -0.03, -0.01], [0.01, 0.00, 0.01], [-0.04, 0.00, 0.03], [-0.05, -0.02, 0.00], [-0.01, 0.01, 0.02], [0.06, -0.01, 0.01], [-0.06, 0.46, -0.15], [-0.01, 0.02, 0.05], [0.04, 0.03, -0.07], [0.34, 0.14, 0.46], [-0.49, 0.60, 0.52], [-0.01, -0.06, 0.05], [-0.03, -0.05, 0.00], [0.49, 0.44, -0.56], [0.00, -0.01, 0.02], [-0.01, 0.05, 0.01], [0.02, 0.01, -0.02], [0.00, 0.01, -0.01], [0.18, 0.33, -0.31], [0.11, 0.00, -0.06], [0.01, 0.05, -0.01], [0.02, -0.08, -0.06], [0.03, 0.01, 0.10], [-0.03, -0.01, -0.04], [-0.04, 0.02, 0.02], [-0.03, 0.13, -0.10], [0.02, 0.00, -0.08], [0.02, 0.00, -0.11], [0.00, 0.00, 0.02], [0.10, -0.01, 0.06], [0.00, 0.00, 0.00], [-0.03, -0.04, 0.00], [0.00, 0.06, 0.02], [-0.11, -0.03, 0.02]]
}

{
  "formula": "C4H7BrNOV",
  "method": "wB97M-V/def2-TZVPD",
  "spin_multiplicity": 2,
  "e_lumo_ev": [-9.76, -9.27],
  "homo_ev": [-13.2, -13.2],
  "e_tot_ha": -3804.08340,
  "total_charge": 1,
  "symbols": ["H", "V", "Br", "H", "H", "N", "H", "O", "C", "C", "H", "H", "H", "C", "C"],
  "coordinates": [[-17.45782, 5.85822, -15.66913], [-16.01945, 12.51564, -9.44247], [-19.29656, 11.89100, -11.82005], [-17.73863, 5.39730, -12.91865], [-18.92567, 6.34831, -14.88919], [-15.12971, 3.67698, -14.34104], [-15.29084, 6.84578, -14.07009], [-14.93299, 12.96238, -10.57813], [-15.40129, 4.73629, -14.00092], [-17.84589, 6.49662, -14.87544], [-15.34346, 6.05512, -12.51477], [-17.53415, 7.03960, -12.84291], [-17.68791, 7.50415, -15.26017], [-15.79210, 6.05770, -13.50815], [-17.29792, 6.20501, -13.50302]],
  "forces_ev_per_angstrom": [[0.16, -0.35, 0.22], [2.79, 1.44, -5.04], [1.16, 0.21, 0.86], [-0.15, -0.49, -0.74], [-0.07, 0.01, 0.00], [0.08, -0.26, -0.10], [-0.06, -0.07, -0.17], [-3.95, -1.64, 4.20], [0.00, 0.21, -0.41], [-0.96, -0.47, -0.78], [-0.25, 0.38, 0.29], [0.05, 0.43, -0.07], [0.27, 0.21, 0.50], [0.75, -0.63, 0.32], [0.18, 1.02, 0.92]]
}

Calculated largest force on an atom in order - 0.073, 0.042, 0.116 hartree/bohr
Calculated ΔE to the lowest compared entry with this formula, charge and spin in order - 199.03, 0.00, 15.98 kcal per mole